DFT (ωB97M-V with the def2-TZVPD basis set) results for a structure of composition C20H40HgP2Si.

The largest force on an atom comes out at 6.68 eV/Å. Its orbital gap is 0.1495 hartree. The calculation puts the total energy at -1911.351245 Ha. As for the HOMO energy: -4.187 eV.

Last column: natural (NBO) charge in e.
Positions of all 64 atoms, in Å:
1 P 0.238 -1.645 -5.446  1.54
2 P 0.337 2.225 -4.916  1.56
3 C 0.147 -0.183 -6.543  -0.75
4 C 1.013 1.045 -6.148  -0.74
5 H -0.915 0.070 -6.688  0.29
6 H 0.511 -0.557 -7.511  0.21
7 H 2.029 0.744 -5.825  0.24
8 H 1.139 1.654 -7.062  0.24
9 C -0.721 3.321 -5.874  -0.97
10 H -1.118 4.090 -5.204  0.25
11 H -1.559 2.790 -6.335  0.27
12 H -0.120 3.790 -6.658  0.23
13 C 1.671 3.214 -4.277  -1.00
14 H 1.887 4.012 -5.001  0.25
15 H 2.580 2.612 -4.154  0.27
16 H 1.375 3.669 -3.324  0.27
17 C -1.032 -2.813 -5.973  -0.99
18 H -1.266 -3.518 -5.163  0.29
19 H -0.642 -3.371 -6.832  0.22
20 H -1.949 -2.282 -6.259  0.27
21 C 1.819 -2.386 -5.925  -1.00
22 H 2.564 -1.598 -6.098  0.23
23 H 1.641 -2.942 -6.854  0.24
24 H 2.175 -3.077 -5.152  0.25
25 Hg 2.237 0.938 0.069  0.18
26 C -0.936 1.455 -3.813  -0.47
27 C -1.951 0.625 -4.428  -0.66
28 C -2.824 -0.268 -3.651  -0.39
29 C -2.209 -1.271 -2.624  -0.42
30 C -1.150 -2.125 -3.101  -0.59
31 C 0.133 -1.700 -3.636  -0.52
32 C 0.797 -0.385 -3.077  -0.40
33 C -0.076 0.797 -2.651  -0.42
34 C 0.552 -1.657 0.705  -0.68
35 H -1.419 2.361 -3.397  0.16
36 H -2.423 1.079 -5.311  0.16
37 H -3.422 -0.843 -4.381  0.19
38 H -3.565 0.309 -3.071  0.13
39 H -1.976 -0.733 -1.692  0.14
40 H -3.005 -1.970 -2.311  0.21
41 H -1.300 -3.220 -3.090  0.18
42 H 0.886 -2.509 -3.468  0.21
43 H 1.546 -0.008 -3.800  0.16
44 H 1.406 -0.689 -2.207  0.22
45 H -0.713 0.557 -1.790  0.24
46 H 0.608 1.571 -2.249  0.19
47 H 1.218 -2.503 0.945  0.23
48 H 0.497 -1.578 -0.388  0.24
49 H -0.463 -1.906 1.059  0.24
50 C 1.764 -0.443 5.446  -1.10
51 Si 0.429 0.264 4.337  1.59
52 C -1.169 -0.494 4.972  -1.10
53 C 0.320 2.104 4.616  -1.11
54 C 0.858 0.017 2.564  -0.44
55 C 1.019 -0.397 1.360  -0.20
56 H 1.420 -0.367 6.488  0.23
57 H 2.699 0.123 5.344  0.24
58 H 1.974 -1.499 5.231  0.24
59 H -1.060 -0.641 6.058  0.24
60 H -2.023 0.178 4.810  0.24
61 H -1.410 -1.470 4.532  0.24
62 H 0.934 2.620 3.868  0.24
63 H -0.716 2.459 4.543  0.24
64 H 0.709 2.345 5.615  0.24